No. 1
{"formula": "C15H40NaO5", "method": "the ωB97M-V functional and the def2-TZVPD basis", "lumo_ev": -2.2630, "e_above_lowest_ev": 2.764, "total_charge": 1, "e_tot_ha": -1133.7864, "elements": ["Na", "C", "C", "C", "O", "H", "H", "H", "H", "H", "H", "H", "H", "C", "C", "C", "O", "H", "H", "H", "H", "H", "H", "H", "H", "C", "C", "C", "O", "H", "H", "H", "H", "H", "H", "H", "H", "C", "C", "C", "O", "H", "H", "H", "H", "H", "H", "H", "H", "C", "C", "C", "O", "H", "H", "H", "H", "H", "H", "H", "H"], "positions_angstrom": [[-0.01, -0.34, -0.77], [3.24, 0.90, 2.42], [2.35, -0.33, 2.50], [1.22, -0.02, 3.54], [1.96, -0.73, 1.14], [2.86, 1.73, 1.82], [4.16, 0.70, 1.87], [3.42, 1.43, 3.35], [2.91, -1.24, 2.71], [0.43, 0.42, 2.94], [1.43, 0.78, 4.25], [0.99, -0.95, 4.07], [2.68, -1.20, 0.73], [2.53, -0.89, -2.86], [1.33, -0.18, -3.58], [1.30, -0.50, -5.09], [0.04, -0.47, -3.09], [2.30, -1.93, -3.07], [2.33, -0.68, -1.81], [3.47, -0.41, -3.10], [1.51, 0.89, -3.46], [2.25, -0.32, -5.60], [0.56, 0.23, -5.45], [1.00, -1.49, -5.42], [-0.21, -1.20, -3.67], [0.13, 3.51, 0.96], [0.51, 3.01, -0.42], [1.50, 3.89, -1.16], [1.23, 1.77, -0.24], [-0.57, 2.79, 1.40], [-0.53, 4.37, 1.02], [0.92, 3.77, 1.66], [-0.35, 2.84, -1.08], [2.15, 3.39, -1.87], [2.20, 4.52, -0.62], [1.05, 4.67, -1.78], [1.91, 1.89, 0.42], [-1.63, -4.77, -0.53], [-1.52, -3.47, 0.39], [-0.52, -3.56, 1.54], [-1.24, -2.34, -0.53], [-1.50, -4.70, -1.61], [-2.55, -5.36, -0.49], [-0.90, -5.51, -0.20], [-2.51, -3.10, 0.63], [-0.89, -4.19, 2.35], [-0.45, -2.62, 2.10], [0.52, -3.78, 1.31], [-1.82, -2.46, -1.28], [-3.40, 2.32, 1.32], [-2.94, 0.85, 1.13], [-4.01, -0.27, 1.42], [-2.42, 0.65, -0.14], [-2.71, 3.05, 0.89], [-3.44, 2.36, 2.41], [-4.41, 2.48, 0.96], [-2.12, 0.64, 1.82], [-3.35, -1.06, 1.79], [-4.60, -0.65, 0.59], [-4.64, 0.06, 2.24], [-3.13, 0.81, -0.77]], "nbo_charge": [0.93, -0.63, 0.10, -0.64, -0.77, 0.18, 0.22, 0.23, 0.18, 0.21, 0.23, 0.23, 0.48, -0.63, 0.10, -0.66, -0.76, 0.21, 0.18, 0.24, 0.18, 0.24, 0.22, 0.21, 0.49, -0.65, 0.08, -0.66, -0.78, 0.21, 0.23, 0.22, 0.20, 0.22, 0.22, 0.22, 0.48, -0.67, 0.10, -0.65, -0.79, 0.22, 0.23, 0.22, 0.19, 0.24, 0.22, 0.23, 0.48, -0.65, 0.11, -0.64, -0.75, 0.22, 0.22, 0.21, 0.16, 0.21, 0.22, 0.22, 0.47]}



No. 2
{"formula": "C4H5ClN2", "method": "the ωB97M-V functional and the def2-TZVPD basis", "lumo_ev": 0.4636, "e_above_lowest_ev": 4.595, "e_tot_ha": -724.9667, "elements": ["C", "C", "C", "C", "N", "N", "Cl", "H", "H", "H", "H", "H"], "positions_angstrom": [[0.48, 0.31, -0.45], [-2.31, 0.43, 0.62], [0.59, -1.98, -1.05], [0.93, 1.36, 0.55], [0.71, -0.83, -0.61], [-1.98, 1.18, 1.40], [-2.94, -0.59, -0.43], [-0.09, -2.62, -0.57], [1.37, -2.17, -1.66], [0.06, 1.89, 0.96], [1.65, 0.90, 1.20], [1.51, 2.13, 0.03]], "nbo_charge": [0.20, 0.15, -0.32, -0.70, -0.27, -0.33, 0.18, 0.19, 0.19, 0.27, 0.21, 0.24]}